C8H16Cl4O6 | ωB97M-V/def2-TZVPD

Values from the calculation:
* calculated total energy: -70918.15372 eV
* frontier orbital gap (spin up / spin down): 8.017 / 2.326 eV

```
! wB97M-V def2-TZVPD RIJCOSX def2/J DEFGRID3
* xyz 1 2
C -2.66 -0.78 -0.30
O -2.34 0.51 0.23
C -3.12 1.60 -0.03
O -4.24 1.65 -0.67
O -2.50 2.64 0.58
C -3.15 3.91 0.57
H -2.80 -0.77 -1.38
H -3.65 -1.06 0.06
H -1.92 -1.54 -0.06
H -2.52 4.54 1.21
H -4.17 3.78 0.93
H -3.23 4.52 -0.33
C 2.04 0.60 -0.86
O 2.48 1.85 -1.37
C 3.09 1.94 -2.58
O 3.38 1.00 -3.31
O 3.17 3.26 -2.95
C 3.97 3.60 -4.08
H 1.77 -0.15 -1.60
H 1.11 0.77 -0.33
H 2.84 0.14 -0.27
H 3.93 4.67 -4.31
H 3.50 3.14 -4.95
H 5.01 3.27 -4.12
C 1.49 -3.12 1.53
Cl 2.93 -3.03 2.59
Cl 0.65 -1.51 1.35
H 1.84 -3.24 0.51
H 0.81 -3.88 1.91
C -1.58 -5.69 4.52
Cl -2.35 -6.09 2.97
Cl -0.42 -4.31 4.45
H -2.28 -5.57 5.34
H -1.11 -6.65 4.75
*
```